C50H52CrN2O3P as an isolated structure at a distorted geometry. Source: the Open Molecules 2025 dataset; level of theory: wB97M-V/def2-TZVPD.

```
109
Properties=species:S:1:pos:R:3:forces:R:3
C -4.385 2.740 0.029 0.0 0.1 0.1
C -4.002 1.262 0.167 0.0 -0.2 0.3
C -4.627 0.381 -0.919 0.0 -0.2 -0.1
C -4.389 0.721 1.556 0.1 0.3 -0.5
C -5.747 0.569 1.859 0.2 -0.3 0.4
C -6.140 0.088 3.112 0.1 0.2 0.0
C -5.185 -0.115 4.109 -0.1 -0.1 -0.3
C -3.824 0.059 3.840 0.1 0.1 0.3
C -2.837 -0.112 4.994 -0.2 -0.1 -0.4
C -3.041 -1.458 5.682 0.0 -0.2 0.0
C -2.968 1.044 5.985 0.0 0.2 0.1
C -3.429 0.435 2.542 -1.0 0.3 0.0
N -2.027 0.734 2.294 -0.1 1.2 0.7
P -0.819 -0.356 1.676 0.0 0.7 -0.4
H -0.664 0.311 0.338 -0.1 -0.5 1.0
N 0.374 0.621 2.484 0.2 1.1 0.9
C 1.701 0.187 2.891 0.9 0.2 0.0
C 2.789 0.357 2.015 -0.1 0.2 -0.3
C 2.616 0.978 0.620 0.0 -0.2 0.3
C 2.927 -0.050 -0.475 0.0 -0.2 0.0
C 3.447 2.262 0.499 0.0 0.1 0.1
C 4.071 0.002 2.449 -0.3 -0.3 0.3
C 4.260 -0.525 3.732 -0.1 0.1 0.0
C 3.187 -0.595 4.623 0.1 -0.1 -0.4
C 1.896 -0.247 4.214 -0.1 0.0 0.3
C 0.767 -0.305 5.243 0.1 -0.1 -0.4
C 0.896 0.830 6.257 0.1 0.2 0.1
C 0.734 -1.658 5.947 0.0 -0.2 0.0
C -0.145 1.774 3.043 1.5 -1.2 -0.8
C -1.491 1.846 2.918 -1.5 -1.2 -0.9
H -3.942 3.329 0.844 -0.2 -0.1 -0.1
H -4.021 3.170 -0.914 -0.1 -0.2 0.2
H -5.476 2.868 0.074 0.3 0.0 0.0
H -2.911 1.197 0.072 -0.1 0.0 0.0
H -4.153 -0.611 -0.907 -0.2 0.1 -0.1
H -5.700 0.232 -0.739 0.3 0.1 -0.2
H -4.511 0.799 -1.926 0.0 0.0 0.3
H -6.495 0.829 1.106 0.2 -0.2 0.3
H -7.196 -0.116 3.319 0.4 0.3 -0.1
H -5.491 -0.404 5.123 0.1 0.1 -0.6
H -1.830 -0.097 4.568 -0.3 0.0 0.1
H -2.928 -2.273 4.956 0.0 0.1 0.2
H -2.314 -1.599 6.491 -0.2 0.0 -0.1
H -4.049 -1.518 6.110 0.3 -0.1 0.0
H -2.795 2.016 5.501 -0.1 -0.2 0.2
H -3.981 1.048 6.416 0.3 0.1 -0.1
H -2.244 0.944 6.804 -0.2 0.0 -0.2
H 1.565 1.261 0.510 0.1 0.0 0.0
H 2.384 -0.985 -0.278 0.1 0.1 -0.1
H 2.625 0.302 -1.470 0.1 0.1 0.2
H 3.995 -0.296 -0.500 -0.2 0.1 0.1
H 3.150 2.971 1.282 0.1 -0.1 -0.2
H 4.520 2.065 0.619 -0.2 0.0 -0.1
H 3.290 2.763 -0.464 0.0 -0.2 0.1
H 4.924 0.155 1.780 -0.3 -0.2 0.3
H 5.249 -0.867 4.049 -0.3 0.3 -0.1
H 3.341 -0.928 5.657 0.0 0.1 -0.6
H -0.174 -0.182 4.699 0.3 -0.1 0.2
H 0.901 1.816 5.771 0.1 -0.2 0.2
H 0.062 0.812 6.972 0.2 0.0 -0.2
H 1.835 0.716 6.820 -0.3 0.1 -0.1
H 0.621 -2.466 5.212 0.0 0.1 0.2
H 1.668 -1.822 6.499 -0.3 -0.1 0.0
H -0.100 -1.705 6.658 0.2 0.0 -0.1
H 0.521 2.467 3.536 -0.1 0.0 0.0
H -2.156 2.614 3.282 0.0 0.0 0.1
O 6.178 -1.469 -1.329 -1.4 0.0 -3.9
C 5.760 -1.525 -2.417 1.5 0.2 4.6
Cr 5.034 -1.837 -4.143 1.5 -2.0 2.0
C 3.696 -2.823 -3.204 -2.9 -2.5 2.4
O 3.027 -3.584 -2.611 2.3 3.1 -2.2
C 5.613 -3.678 -3.977 0.7 -3.8 0.5
O 5.785 -4.798 -3.718 -0.3 3.7 -1.0
C 6.299 -1.066 -5.760 0.1 0.1 -0.8
C 5.964 0.024 -4.953 0.5 0.3 0.2
C 4.640 0.251 -4.580 -1.0 1.4 0.0
C 3.579 -0.552 -5.045 -0.9 0.6 1.0
C 2.264 -0.379 -4.437 -0.7 0.4 -0.2
C 1.135 -0.185 -3.979 1.1 -0.5 -1.0
C -0.259 -0.096 -3.754 -0.1 -0.3 -0.4
C -1.035 -1.324 -3.963 -0.1 -0.6 -0.5
C -0.303 -2.530 -4.130 -0.5 0.0 -0.2
C -0.882 -3.667 -4.685 0.1 0.0 0.2
C -2.229 -3.668 -5.065 0.2 0.3 0.0
C -2.997 -2.510 -4.864 0.3 -0.2 0.3
C -2.431 -1.366 -4.301 0.5 -0.1 0.1
C -0.880 1.213 -3.904 -0.3 1.3 -0.2
C -0.283 2.168 -4.782 -0.3 -0.5 0.4
C -0.942 3.351 -5.095 0.0 0.0 0.3
C -2.181 3.654 -4.511 0.2 -0.4 -0.1
C -2.759 2.749 -3.613 0.1 -0.1 0.0
C -2.123 1.542 -3.310 0.4 0.1 -0.2
C 3.922 -1.619 -5.921 -0.8 -0.5 -0.9
C 5.263 -1.850 -6.285 -0.2 -0.1 -0.9
H 7.338 -1.282 -5.998 -0.2 0.0 0.1
H 6.742 0.697 -4.588 -0.2 -0.4 0.1
H 4.382 1.084 -3.915 0.2 -0.4 -0.2
H 0.755 -2.532 -3.887 -0.2 -0.1 0.0
H -0.250 -4.550 -4.825 -0.4 0.3 0.0
H -2.664 -4.543 -5.545 0.1 0.2 0.2
H -4.050 -2.504 -5.162 0.4 0.1 0.2
H -3.074 -0.499 -4.161 0.3 -0.2 -0.2
H 0.677 1.921 -5.253 -0.5 0.2 0.2
H -0.476 4.050 -5.788 -0.2 -0.1 0.1
H -2.699 4.573 -4.780 0.1 -0.2 0.1
H -3.725 2.981 -3.154 0.4 -0.1 -0.2
H -2.578 0.837 -2.610 0.2 0.3 -0.2
H 3.129 -2.262 -6.312 0.3 0.2 0.1
H 5.507 -2.683 -6.949 -0.2 0.2 0.3
```
Positions in Å, forces in eV/Å.

Total charge = +2
Multiplicity = 4
M = 811.95 g/mol
HOMO-LUMO gap (alpha / beta) = 6.25 / 5.68 eV
Max |F| = 4.9 eV Å⁻¹
DFT total energy = -3656.92611 Eh
LUMO energy (alpha / beta) = -5.16 / -7.35 eV

Here are the Löwdin charges for atoms 1 to 2, given in e: number 1, C, carries -0.041; number 2, C, carries -0.375